The following is a quantum chemistry calculation of a molecular structure, C33H20Cl5F6IrNO5P2S4, from OMol25.

CARTESIAN COORDINATES (ANGSTROEM)
Ir: -1.364 -0.188 -0.888
S: 0.179 0.792 -2.387
P: 1.305 0.869 -0.688
C: 0.437 -0.285 0.249
P: 0.708 -1.975 0.064
S: -0.566 -2.275 -1.524
C: 0.166 -2.891 1.507
C: -0.114 -2.222 2.691
C: -0.522 -2.944 3.803
C: -0.656 -4.321 3.725
C: -0.383 -4.988 2.536
C: 0.030 -4.275 1.426
C: 2.362 -2.592 -0.290
C: 3.156 -3.114 0.728
C: 4.451 -3.521 0.450
C: 4.950 -3.411 -0.840
C: 4.158 -2.894 -1.858
C: 2.864 -2.485 -1.585
C: 3.066 0.604 -0.955
C: 3.892 0.252 0.109
C: 5.247 0.068 -0.107
C: 5.781 0.253 -1.376
C: 4.960 0.613 -2.433
C: 3.599 0.782 -2.226
C: 1.217 2.524 0.030
C: 0.945 3.632 -0.762
C: 0.941 4.899 -0.196
C: 1.210 5.056 1.155
C: 1.478 3.948 1.948
C: 1.479 2.681 1.389
H: -0.035 -1.143 2.721
H: -0.752 -2.427 4.725
H: -0.989 -4.880 4.589
H: -0.507 -6.060 2.473
H: 0.230 -4.790 0.493
H: 2.760 -3.211 1.733
H: 5.067 -3.931 1.239
H: 5.961 -3.731 -1.055
H: 4.549 -2.811 -2.863
H: 2.239 -2.075 -2.371
H: 3.478 0.112 1.102
H: 5.888 -0.220 0.716
H: 6.842 0.113 -1.539
H: 5.376 0.757 -3.421
H: 2.951 1.039 -3.056
H: 0.713 3.504 -1.812
H: 0.713 5.761 -0.810
H: 1.193 6.044 1.597
H: 1.673 4.070 3.006
H: 1.655 1.810 2.011
Cl: -3.619 6.778 -0.704
C: -3.292 5.133 -1.088
C: -2.842 4.262 -0.103
Cl: -2.645 4.794 1.520
C: -2.566 2.946 -0.433
Cl: -1.965 1.833 0.746
C: -2.751 2.424 -1.717
O: -2.529 1.181 -2.022
C: -3.211 3.327 -2.700
Cl: -3.430 2.719 -4.289
C: -3.471 4.653 -2.389
Cl: -4.026 5.722 -3.615
F: -6.748 -0.037 -1.026
C: -5.486 0.058 -1.432
F: -4.837 0.884 -0.607
F: -5.463 0.571 -2.655
S: -4.701 -1.615 -1.425
O: -3.350 -1.424 -1.903
O: -5.576 -2.435 -2.188
N: -4.754 -1.978 0.111
S: -3.563 -2.020 1.100
O: -3.229 -3.317 1.585
O: -2.408 -1.171 0.759
C: -4.260 -1.119 2.551
F: -5.322 -1.755 3.027
F: -3.331 -1.058 3.507
F: -4.605 0.118 2.216

Values from the calculation:
net charge	0
frontier orbital gap (spin up / spin down)	7.03 / 6.18	eV
⟨S²⟩	0.76
energy above the lowest of the compared OMol25 structures with the same formula, charge and spin	31.8	kcal/mol
spin multiplicity	2

The following is a quantum chemistry calculation of a molecular structure, C33H20N10RuS, from OMol25.

CARTESIAN COORDINATES (ANGSTROEM)
Ru: -0.032 -0.706 0.074
C: -6.579 -0.287 0.765
C: -6.587 -0.366 -0.627
C: -5.413 -0.467 -1.356
C: -4.211 -0.499 -0.660
C: -2.829 -0.593 -1.067
N: -2.036 -0.568 0.051
C: -2.825 -0.429 1.163
N: -2.411 -0.206 2.394
C: -1.153 -0.125 2.784
C: -0.742 0.378 4.072
C: -1.446 0.933 5.130
C: -0.714 1.459 6.182
C: 0.682 1.427 6.187
C: 1.396 0.873 5.137
C: 0.672 0.351 4.077
C: 1.077 -0.152 2.791
N: 2.333 -0.225 2.404
C: 2.748 -0.411 1.171
N: 1.962 -0.569 0.061
C: 2.758 -0.561 -1.052
N: 2.347 -0.623 -2.304
C: 1.091 -0.656 -2.702
N: -0.030 -0.653 -1.910
C: -1.145 -0.638 -2.709
N: -2.405 -0.617 -2.316
C: -0.729 -0.580 -4.088
C: -1.428 -0.441 -5.277
C: -0.700 -0.307 -6.447
C: 0.693 -0.352 -6.442
C: 1.402 -0.515 -5.265
C: 0.685 -0.605 -4.082
C: 4.136 -0.396 -0.648
C: 5.332 -0.278 -1.344
C: 6.492 -0.062 -0.614
C: 6.475 0.032 0.777
C: 5.292 -0.102 1.483
C: 4.125 -0.315 0.765
N: -0.039 -0.437 2.049
C: -4.206 -0.412 0.755
C: -5.388 -0.304 1.472
H: -7.516 -0.198 1.298
H: -7.537 -0.347 -1.141
H: -5.435 -0.515 -2.433
H: -2.525 0.971 5.110
H: -1.230 1.934 7.004
H: 1.214 1.871 7.014
H: 2.475 0.858 5.116
H: -2.504 -0.425 -5.282
H: -1.216 -0.154 -7.383
H: 1.227 -0.233 -7.372
H: 2.479 -0.558 -5.251
H: 5.353 -0.332 -2.422
H: 7.436 0.050 -1.128
H: 7.401 0.211 1.309
H: 5.261 -0.032 2.559
H: -5.374 -0.229 2.547
N: 1.085 2.263 0.106
N: -0.161 1.569 -0.048
H: 0.959 3.275 0.058
H: 1.722 1.978 -0.635
H: -0.664 1.856 -0.904
H: -0.744 1.843 0.752
S: -0.280 -4.091 0.144
C: -0.072 -2.563 0.152

Values from the calculation:
net charge	0
frontier orbital gap (spin up / spin down)	4.68 / 5.31	eV
⟨S²⟩	6.03
energy above the lowest of the compared OMol25 structures with the same formula, charge and spin	0.0	kcal/mol
spin multiplicity	5

The following is a quantum chemistry calculation of a molecular structure, C33H22Cl2N4O2SSeTl, from OMol25.

CARTESIAN COORDINATES (ANGSTROEM)
Tl: -0.174 -1.362 -0.664
S: 3.989 -2.171 1.627
C: 4.449 -2.359 -0.035
C: 5.688 -2.161 -0.618
C: 5.800 -2.327 -1.985
C: 4.699 -2.704 -2.749
C: 3.461 -2.901 -2.174
C: 3.316 -2.711 -0.802
N: 2.156 -2.795 -0.095
C: 2.296 -2.536 1.160
C: 1.248 -2.436 2.141
C: 1.628 -2.248 3.478
C: 0.687 -2.001 4.448
C: -0.646 -1.902 4.074
C: -1.013 -2.105 2.756
C: -0.113 -2.408 1.722
H: 6.538 -1.861 -0.021
H: 6.751 -2.159 -2.471
H: 4.815 -2.833 -3.815
H: 2.602 -3.184 -2.761
H: 2.679 -2.290 3.745
H: 0.985 -1.852 5.479
H: -1.396 -1.661 4.819
H: -2.066 -1.995 2.509
Cl: 0.901 5.331 -0.450
C: 1.917 3.993 -0.013
C: 2.848 4.183 0.993
C: 3.712 3.162 1.342
C: 3.664 1.962 0.648
C: 2.747 1.793 -0.364
Cl: 2.735 0.314 -1.258
C: 1.803 2.780 -0.703
N: 0.925 2.558 -1.720
C: -0.399 3.000 -1.886
C: -0.780 3.219 -3.208
C: -2.072 3.577 -3.533
C: -3.009 3.699 -2.523
C: -2.642 3.467 -1.211
C: -1.341 3.122 -0.852
C: -1.052 2.746 0.567
C: -0.813 1.209 0.574
O: -1.796 0.494 0.329
O: 0.354 0.800 0.755
H: 2.896 5.139 1.492
H: 4.433 3.307 2.133
H: 4.334 1.154 0.897
H: 1.153 1.735 -2.268
H: -0.041 3.090 -3.987
H: -2.342 3.750 -4.565
H: -4.029 3.966 -2.759
H: -3.394 3.522 -0.435
H: -1.927 2.959 1.184
H: -0.177 3.241 0.983
Se: -2.346 -3.864 0.468
N: -2.745 -2.352 -0.300
C: -4.049 -2.121 -0.199
C: -4.692 -0.944 -0.620
C: -6.046 -0.852 -0.460
C: -6.794 -1.923 0.073
C: -6.193 -3.065 0.530
C: -4.792 -3.180 0.435
N: -4.045 -4.212 0.846
H: -4.080 -0.146 -1.011
H: -6.562 0.053 -0.745
H: -7.870 -1.825 0.124
H: -6.774 -3.883 0.932

Values from the calculation:
net charge	-1
frontier orbital gap	6.15	eV
energy above the lowest of the compared OMol25 structures with the same formula, charge and spin	11.5	kcal/mol
spin multiplicity	1

The following is a quantum chemistry calculation of a molecular structure, C33H22F9N2O5PRu, from OMol25.

CARTESIAN COORDINATES (ANGSTROEM)
Ru: -0.878 0.392 -0.293
O: -2.948 -2.112 -3.239
C: -2.371 -1.564 -2.207
O: -1.500 -0.711 -2.254
C: -2.838 -2.085 -0.891
C: -3.711 -3.140 -0.715
C: -3.968 -3.551 0.586
C: -3.344 -2.900 1.643
C: -2.502 -1.846 1.359
N: -2.268 -1.448 0.118
C: -1.740 -1.014 2.346
O: -1.718 -1.301 3.613
O: -1.111 -0.046 1.947
H: -2.585 -1.759 -4.067
H: -4.160 -3.635 -1.567
H: -4.639 -4.378 0.776
H: -3.528 -3.229 2.659
H: -2.179 -2.116 3.851
F: 8.164 2.163 1.136
C: 7.244 3.060 1.511
F: 7.418 3.338 2.806
F: 7.439 4.178 0.803
C: 5.854 2.530 1.251
C: 5.593 1.948 0.015
C: 4.332 1.463 -0.268
C: 3.351 1.537 0.729
C: 3.598 2.155 1.957
C: 4.865 2.645 2.217
P: 1.775 0.762 0.452
C: 1.655 -0.869 1.169
C: 0.832 -1.842 0.573
C: 0.440 -2.956 1.289
C: 0.849 -3.096 2.609
C: 1.723 -2.187 3.184
C: 2.126 -1.068 2.463
C: 0.218 -4.198 3.427
F: -1.109 -3.902 3.594
F: 0.283 -5.370 2.803
F: 0.763 -4.300 4.628
C: 1.491 0.636 -1.323
C: 0.670 1.646 -1.874
C: 0.296 1.592 -3.214
C: 0.752 0.553 -3.999
C: 1.623 -0.408 -3.487
C: 1.981 -0.381 -2.152
C: 0.223 0.412 -5.414
F: 0.042 1.596 -5.988
F: -0.983 -0.211 -5.355
F: 1.032 -0.319 -6.166
H: 6.377 1.877 -0.727
H: 4.134 1.029 -1.239
H: 2.815 2.260 2.701
H: 5.082 3.120 3.163
H: 0.519 -1.759 -0.452
H: -0.178 -3.723 0.831
H: 2.065 -2.332 4.202
H: 2.776 -0.337 2.930
H: 0.395 2.510 -1.280
H: -0.347 2.357 -3.635
H: 2.013 -1.182 -4.138
H: 2.634 -1.148 -1.754
O: -1.989 2.090 -0.646
N: -3.327 2.363 -0.458
C: -4.024 2.767 -1.529
C: -5.349 3.118 -1.388
C: -5.943 3.062 -0.137
C: -5.185 2.664 0.955
C: -3.867 2.318 0.773
H: -3.472 2.811 -2.457
H: -5.900 3.444 -2.262
H: -6.982 3.342 -0.011
H: -5.601 2.644 1.955
H: -3.197 2.037 1.565

Values from the calculation:
net charge	+3
frontier orbital gap (spin up / spin down)	7.51 / 6.07	eV
⟨S²⟩	8.77
energy above the lowest of the compared OMol25 structures with the same formula, charge and spin	5.6	kcal/mol
spin multiplicity	6

The following is a quantum chemistry calculation of a molecular structure, C33H24AuF6N3O4P2S2SeTe, from OMol25.

CARTESIAN COORDINATES (ANGSTROEM)
Au: -0.732 -0.317 -0.334
Te: 0.710 -4.789 1.226
C: 1.576 -4.916 3.167
C: 2.938 -4.731 3.359
C: 3.415 -4.673 4.663
N: 2.638 -4.785 5.740
C: 1.333 -4.975 5.538
C: 0.754 -5.048 4.277
C: 0.543 -2.700 1.487
P: -1.050 -1.853 1.344
C: -2.352 -3.090 1.224
C: -3.180 -3.411 2.292
C: -4.105 -4.437 2.154
C: -4.215 -5.123 0.954
C: -3.418 -4.773 -0.127
C: -2.488 -3.757 0.007
C: -1.318 -0.957 2.900
C: -1.867 0.323 2.886
C: -2.086 0.993 4.082
C: -1.759 0.389 5.288
C: -1.214 -0.889 5.304
C: -0.988 -1.560 4.114
P: 1.769 -1.577 0.871
C: 3.399 -2.366 0.757
C: 4.474 -2.035 1.580
C: 5.707 -2.647 1.393
C: 5.882 -3.572 0.373
C: 4.826 -3.876 -0.476
C: 3.595 -3.268 -0.292
C: 1.918 -0.275 2.136
C: 1.783 1.062 1.768
C: 1.902 2.059 2.729
C: 2.157 1.721 4.049
C: 2.283 0.386 4.422
C: 2.159 -0.612 3.470
H: 3.615 -4.624 2.521
H: 4.474 -4.525 4.852
H: 0.720 -5.067 6.428
H: -0.313 -5.202 4.167
H: -3.119 -2.856 3.218
H: -4.753 -4.688 2.985
H: -4.934 -5.927 0.856
H: -3.527 -5.286 -1.074
H: -1.879 -3.456 -0.840
H: -2.126 0.790 1.943
H: -2.518 1.987 4.069
H: -1.925 0.918 6.219
H: -0.959 -1.362 6.245
H: -0.545 -2.550 4.119
H: 4.353 -1.306 2.369
H: 6.535 -2.392 2.042
H: 6.848 -4.041 0.227
H: 4.966 -4.574 -1.291
H: 2.782 -3.477 -0.976
H: 1.580 1.318 0.734
H: 1.798 3.098 2.441
H: 2.255 2.501 4.795
H: 2.469 0.124 5.457
H: 2.227 -1.657 3.757
F: -0.137 4.474 -3.775
C: -0.376 4.023 -2.554
F: 0.515 4.530 -1.706
F: -1.596 4.383 -2.178
S: -0.283 2.187 -2.523
O: -0.481 1.884 -1.098
O: -1.273 1.690 -3.428
N: 1.202 2.021 -3.012
S: 2.009 0.698 -2.773
O: 1.572 -0.015 -1.578
O: 3.407 0.900 -2.952
C: 1.482 -0.437 -4.130
F: 0.236 -0.859 -3.895
F: 2.291 -1.493 -4.155
F: 1.521 0.175 -5.304
Se: -3.021 -0.238 -1.613
C: -4.023 -0.622 -0.130
N: -4.644 -0.858 0.817

Values from the calculation:
net charge	0
frontier orbital gap (spin up / spin down)	7.77 / 5.82	eV
⟨S²⟩	2.02
spin multiplicity	3

The following is a quantum chemistry calculation of a molecular structure, C33H25AsIMnN8O9S, from OMol25.

CARTESIAN COORDINATES (ANGSTROEM)
Mn: 0.058 -1.729 0.838
C: 0.032 1.683 5.040
N: 0.150 0.443 4.287
C: -0.584 0.022 3.268
N: -0.079 -1.120 2.810
C: 1.003 -1.348 3.623
N: 1.154 -0.421 4.522
C: 0.637 2.877 4.325
C: 1.527 3.699 5.003
C: 2.021 4.850 4.403
C: 1.637 5.191 3.120
C: 0.769 4.354 2.422
C: 0.272 3.202 3.027
C: 0.376 4.691 1.064
N: 0.704 5.732 0.366
N: 0.105 5.609 -0.849
C: -0.564 4.501 -0.837
O: -0.432 3.864 0.356
C: -1.356 3.898 -1.895
C: -1.414 4.466 -3.164
C: -2.142 3.830 -4.155
C: -2.798 2.633 -3.897
C: -2.753 2.068 -2.628
C: -3.470 0.757 -2.352
N: -2.900 0.079 -1.199
C: -1.622 -0.182 -0.993
N: -1.477 -0.637 0.248
C: -2.754 -0.669 0.751
N: -3.626 -0.216 -0.101
C: -2.043 2.716 -1.629
H: 0.540 1.523 5.987
H: -1.025 1.866 5.234
H: -1.477 0.506 2.911
H: 1.649 -2.204 3.535
H: 1.835 3.445 6.010
H: 2.708 5.484 4.946
H: 1.998 6.092 2.642
H: -0.403 2.570 2.463
H: -0.887 5.391 -3.356
H: -2.191 4.261 -5.145
H: -3.348 2.139 -4.689
H: -3.411 0.103 -3.223
H: -4.522 0.925 -2.123
H: -0.824 -0.048 -1.707
H: -3.009 -1.033 1.732
H: -2.001 2.323 -0.623
O: -0.911 -3.415 -2.807
As: 0.510 -3.549 -1.747
O: 1.793 -3.579 -2.721
O: 0.325 -2.088 -0.899
C: 0.148 -5.277 -0.927
C: 0.098 -6.331 -1.824
C: -0.170 -7.611 -1.356
C: -0.382 -7.840 -0.002
C: -0.330 -6.791 0.899
C: -0.060 -5.518 0.423
S: -0.053 -4.145 1.510
O: -0.215 -4.562 2.858
O: 1.161 -3.298 1.252
O: -1.143 -3.224 1.012
H: -0.596 -3.378 -3.720
H: 0.280 -6.138 -2.873
H: -0.208 -8.432 -2.058
H: -0.583 -8.843 0.348
H: -0.493 -6.932 1.959
I: 2.291 1.177 -5.917
C: 2.454 0.687 -3.882
C: 1.658 1.361 -2.963
C: 1.707 0.989 -1.633
C: 2.558 -0.038 -1.225
C: 3.379 -0.671 -2.146
C: 3.328 -0.311 -3.484
C: 2.524 -0.511 0.191
O: 3.467 -0.923 0.808
O: 1.297 -0.381 0.759
H: 1.010 2.165 -3.288
H: 1.103 1.504 -0.894
H: 4.041 -1.460 -1.815
H: 3.946 -0.824 -4.206

Values from the calculation:
net charge	+1
frontier orbital gap (spin up / spin down)	5.41 / 6.09	eV
⟨S²⟩	3.82
energy above the lowest of the compared OMol25 structures with the same formula, charge and spin	16.9	kcal/mol
spin multiplicity	4

E_tot values (in eV) by entry order: -189947.392 -62863.964 -150555.363 -84097.269 -180152.509 -176064.131.